1.
81
Properties=species:S:1:pos:R:3:mulliken_charge:R:1 method="wB97M-V/def2-TZVPD" total_energy_ha=-2822.9939 de_lowest_kcal_mol=12.08 gap_ev=7.864 homo_ev=-11.36 charge=+1
Mg -0.341 -0.742 -0.056 2.979
C -2.323 -2.973 3.496 -0.614
O -2.100 -3.850 2.355 -0.471
C -1.485 -3.106 1.445 -0.011
N -1.287 -1.871 1.670 0.389
C -1.864 -1.581 3.012 0.367
C -0.898 -0.854 3.923 -0.352
C -0.176 0.226 3.426 1.575
C 0.708 0.926 4.228 -0.830
C 0.865 0.566 5.560 -0.839
C 0.128 -0.487 6.074 -0.823
C -0.748 -1.194 5.261 -0.813
C -1.086 -3.754 0.183 0.293
C -1.234 -5.110 -0.060 -0.920
C -0.813 -5.604 -1.291 -0.603
C -0.273 -4.729 -2.224 -0.900
C -0.182 -3.391 -1.876 -0.062
N -0.574 -2.910 -0.706 0.124
C 0.373 -2.331 -2.731 0.364
N 0.356 -1.123 -2.349 -0.051
C 1.102 -0.353 -3.363 -0.322
C 1.368 -1.398 -4.477 -0.646
O 0.918 -2.660 -3.894 -0.497
C 2.381 0.231 -2.809 0.049
C 3.163 -0.488 -1.910 0.115
C 4.372 0.025 -1.466 -0.730
C 4.813 1.258 -1.922 -0.589
C 4.042 1.978 -2.823 -0.784
C 2.832 1.463 -3.267 -0.309
H -1.723 -3.366 4.314 0.410
H -3.379 -3.030 3.744 0.288
H -2.730 -0.932 2.844 0.423
H -0.285 0.515 2.389 -0.537
H 1.285 1.741 3.812 0.510
H 1.559 1.106 6.189 0.426
H 0.234 -0.768 7.113 0.387
H -1.314 -2.004 5.702 0.370
H -1.657 -5.748 0.702 0.622
H -0.902 -6.657 -1.518 0.490
H 0.077 -5.054 -3.193 0.616
H 0.462 0.451 -3.736 0.584
H 2.424 -1.510 -4.710 0.372
H 0.794 -1.226 -5.385 0.317
H 2.818 -1.440 -1.526 0.290
H 4.960 -0.530 -0.747 0.385
H 5.751 1.665 -1.568 0.423
H 4.379 2.944 -3.173 0.426
H 2.230 2.029 -3.970 0.493
C -0.824 2.599 -2.301 -1.788
C 0.293 2.308 -1.363 -0.624
N 0.457 1.209 -0.646 0.851
C 1.615 1.381 0.072 0.052
C 2.150 2.606 -0.207 0.412
N 1.290 3.175 -1.109 0.422
C 3.348 3.378 0.218 0.324
O 4.163 2.793 1.061 -0.607
O 3.510 4.490 -0.228 -0.647
C 2.120 0.267 0.927 0.781
O 3.133 0.453 1.609 -0.990
O 1.403 -0.782 0.894 -0.953
H -1.364 1.679 -2.518 0.100
H -0.446 3.015 -3.236 0.571
H -1.519 3.318 -1.865 0.297
H 1.448 4.090 -1.506 0.321
H 3.844 1.867 1.302 0.423
N -3.391 -1.579 -1.327 -0.279
C -3.390 -0.288 -0.898 -0.010
N -2.454 0.220 -0.144 0.570
C -2.730 1.569 0.119 -1.333
C -1.983 2.413 0.937 0.183
C -2.379 3.732 1.073 -1.018
C -3.511 4.219 0.416 -0.637
C -4.278 3.385 -0.377 -0.518
C -3.876 2.063 -0.507 0.960
S -4.649 0.790 -1.412 -0.310
H -2.901 -2.241 -0.751 0.018
H -4.232 -1.934 -1.750 0.312
H -1.102 2.059 1.453 0.395
H -1.798 4.392 1.703 0.477
H -3.801 5.253 0.541 0.414
H -5.165 3.754 -0.873 0.446

=====

2.
82
Properties=species:S:1:pos:R:3:lowdin_spin:R:1 method="wB97M-V/def2-TZVPD" total_energy_ha=-3931.4627 de_lowest_kcal_mol=8.48 gap_ev="4.980 / 5.074" homo_ev="-6.46 / -6.50" s_squared=1.023 multiplicity=2
Yb -0.140 -0.295 -0.021 1.003
C -4.688 2.863 -3.932 0.007
C -3.850 2.436 -4.928 -0.003
C -2.604 1.916 -4.679 0.007
C -2.217 1.834 -3.368 -0.001
C -1.029 1.310 -2.699 0.043
N 0.089 0.999 -3.348 0.000
C 1.239 0.715 -2.804 0.075
C 2.532 1.027 -3.475 0.015
C 2.807 1.733 -4.622 0.009
C 4.132 2.216 -4.786 0.017
C 5.086 1.890 -3.819 0.009
C 4.811 1.133 -2.683 0.015
C 3.540 0.742 -2.505 0.012
C 2.811 0.175 -1.367 0.103
N 3.466 -0.016 -0.232 -0.040
C 2.888 0.139 0.917 0.044
N 1.580 0.433 1.258 -0.016
C 1.496 0.536 2.585 -0.073
N 0.369 0.889 3.285 0.018
C -0.776 1.188 2.744 -0.096
N -1.113 1.197 1.379 0.009
C -2.259 1.863 1.275 -0.056
N -2.951 2.166 0.130 0.007
C -2.409 1.900 -1.026 -0.017
N -1.176 1.315 -1.339 0.000
C -3.032 2.271 -2.347 0.006
C -4.304 2.758 -2.596 -0.004
C -2.842 2.187 2.572 -0.016
C -4.024 2.836 2.928 -0.006
C -4.273 3.014 4.268 -0.013
C -3.360 2.586 5.199 -0.006
C -2.167 1.986 4.845 -0.012
C -1.927 1.761 3.507 -0.013
C 2.782 0.265 3.201 0.004
C 3.243 0.323 4.514 -0.011
C 4.541 -0.035 4.799 0.012
C 5.419 -0.403 3.746 -0.014
C 5.041 -0.350 2.439 0.009
C 3.674 -0.031 2.179 -0.015
N 1.477 0.211 -1.570 -0.010
H -5.702 3.191 -4.176 0.001
H -4.258 2.429 -5.961 0.000
H -1.996 1.552 -5.490 0.000
H 2.081 1.930 -5.433 0.000
H 4.303 2.783 -5.668 0.001
H 6.078 2.320 -3.901 0.000
H 5.567 1.015 -1.925 0.001
H -4.901 3.098 -1.769 0.000
H -4.686 3.194 2.130 0.000
H -5.209 3.543 4.523 -0.001
H -3.512 2.770 6.255 0.000
H -1.463 1.665 5.635 0.000
H 2.546 0.678 5.267 -0.001
H 4.899 -0.044 5.804 0.001
H 6.384 -0.744 4.058 -0.001
H 5.667 -0.496 1.545 0.001
N 0.977 -2.403 2.340 -0.003
N -0.330 -1.861 2.024 -0.001
H 1.211 -2.254 3.328 0.000
H 1.678 -1.920 1.827 0.000
H -0.712 -1.268 2.771 -0.001
H -0.953 -2.607 1.837 0.000
C -4.587 -3.694 -0.559 0.000
C -3.300 -4.472 -0.263 0.000
O -2.041 -3.717 -0.253 0.000
P -1.246 -2.880 -1.357 0.000
O -1.657 -1.419 -1.140 -0.001
Te -1.331 -3.611 -3.553 0.000
O 0.278 -2.784 -0.721 0.000
C 1.274 -3.818 -0.593 0.000
C 2.673 -3.211 -0.763 0.001
H -5.417 -4.335 -0.340 0.000
H -4.624 -3.368 -1.613 0.000
H -4.605 -2.757 0.120 0.000
H -3.089 -5.257 -1.008 0.000
H -3.283 -4.902 0.756 0.000
H 1.195 -4.593 -1.316 0.000
H 1.090 -4.283 0.401 0.000
H 2.767 -2.776 -1.690 0.001
H 3.447 -3.980 -0.693 0.000
H 2.905 -2.393 -0.058 0.000

=====

3.
79
Properties=species:S:1:pos:R:3:mulliken_charge:R:1 method="wB97M-V/def2-TZVPD" total_energy_ha=-10166.9658 de_lowest_kcal_mol=4.37 gap_ev=6.732 homo_ev=-4.39 charge=-1
In -0.050 -0.118 0.398 0.918
C -0.087 -3.751 -2.356 -1.529
C 0.132 -2.840 -1.349 0.047
N -0.082 -1.541 -1.456 0.877
C -0.616 -1.056 -2.544 -0.256
C -0.864 -1.860 -3.678 1.258
C -0.597 -3.266 -3.529 -0.700
C -1.392 -1.286 -4.865 -1.077
C -1.593 0.074 -4.880 -0.891
C -1.451 0.897 -3.749 -1.173
C -0.983 0.392 -2.551 0.494
N -0.785 1.011 -1.372 0.561
C -0.885 2.376 -1.396 -1.055
C -2.083 3.039 -1.661 0.390
C -2.095 4.459 -1.574 -1.067
C -1.033 5.177 -1.063 -0.921
C 0.177 4.514 -0.731 1.300
C 1.249 5.197 -0.133 -0.796
C 2.353 4.442 0.191 -0.745
C 2.324 3.031 0.024 -0.256
N 1.370 2.401 -0.574 -0.125
C 0.227 3.115 -0.883 0.175
H 0.107 -4.822 -2.320 0.426
H 0.539 -3.256 -0.404 0.280
H -0.712 -3.917 -4.420 0.337
H -1.700 -1.883 -5.748 0.323
H -1.925 0.545 -5.778 0.418
H -1.842 1.865 -3.831 0.599
H -3.016 2.566 -1.902 0.559
H -3.008 5.018 -1.702 0.326
H -1.165 6.272 -0.960 0.311
H 1.181 6.269 0.016 0.417
H 3.255 4.827 0.626 0.391
H 3.195 2.480 0.331 0.440
S -0.686 -2.205 1.791 -0.657
C -2.309 -2.059 1.098 0.710
C -3.342 -2.951 1.437 -1.041
C -4.606 -2.734 0.943 -0.256
C -4.903 -1.548 0.218 -0.868
C -3.811 -0.777 -0.164 -0.327
N -2.549 -1.047 0.267 0.269
H -3.150 -3.809 1.984 0.580
H -5.397 -3.441 1.172 0.344
H -5.884 -1.218 -0.008 0.452
H -3.964 0.028 -0.843 0.376
C 3.120 -1.951 -3.440 -1.495
C 3.225 -2.485 -2.041 0.866
C 3.712 -3.772 -1.855 -0.832
C 4.118 -4.138 -0.605 -0.929
C 3.845 -3.248 0.480 1.195
C 4.238 -3.550 1.837 -0.334
Br 5.447 -4.983 2.216 -0.284
C 3.734 -2.826 2.869 -0.367
C 2.841 -1.733 2.605 0.313
Br 2.243 -0.709 4.100 -0.168
C 2.551 -1.314 1.305 0.033
O 1.936 -0.236 1.023 -0.324
C 3.093 -2.084 0.210 0.051
N 2.833 -1.718 -1.045 -0.153
H 4.047 -1.525 -3.775 0.406
H 2.459 -1.109 -3.522 0.184
H 2.896 -2.816 -4.077 0.381
H 3.865 -4.470 -2.694 0.365
H 4.625 -5.088 -0.437 0.301
H 3.987 -2.987 3.925 0.393
C 0.564 2.623 4.345 -0.850
Si -1.212 2.260 3.814 0.563
C -2.069 3.940 4.308 -1.251
C -1.903 0.799 4.830 -1.072
Se -1.503 1.777 1.642 -0.264
H 1.241 1.745 4.335 -0.098
H 0.510 3.012 5.359 0.374
H 1.012 3.463 3.821 0.313
H -1.410 4.481 4.955 0.364
H -3.099 3.907 4.796 0.329
H -2.304 4.644 3.490 0.283
H -2.262 1.095 5.888 0.271
H -1.196 0.019 4.954 0.306
H -2.731 0.366 4.312 0.286

=====

4.
81
Properties=species:S:1:pos:R:3:mulliken_charge:R:1 method="wB97M-V/def2-TZVPD" total_energy_ha=-5576.9667 de_lowest_kcal_mol=49.86 gap_ev=6.932 homo_ev=-10.29 charge=+1
Ir 1.094 0.325 -0.584 2.832
N -4.216 9.182 -0.719 -0.486
C -3.622 8.199 -0.700 -0.132
C -2.878 6.968 -0.676 0.575
C -3.488 5.800 -0.226 -0.927
C -2.768 4.619 -0.195 -0.133
C -1.444 4.595 -0.627 -1.061
C -0.842 5.764 -1.085 -0.200
C -1.552 6.951 -1.103 -0.930
C -0.675 3.324 -0.601 1.470
C -0.434 2.734 0.633 0.522
C -0.772 3.248 1.908 -0.922
C -0.357 2.324 2.837 -1.603
C 0.223 1.268 2.113 -0.174
N 0.187 1.500 0.800 0.128
C -0.241 2.802 -1.818 0.410
C -0.494 3.304 -3.115 -0.518
C 0.160 2.487 -4.012 -1.673
C 0.798 1.502 -3.245 -0.085
N 0.570 1.682 -1.946 0.265
H -4.519 5.824 0.098 0.460
H -3.233 3.708 0.156 0.536
H 0.188 5.742 -1.416 0.552
H -1.088 7.865 -1.446 0.460
H -1.244 4.199 2.089 0.602
H -0.447 2.375 3.909 0.494
H 0.649 0.369 2.522 0.694
H -1.101 4.167 -3.333 0.623
H 0.192 2.575 -5.084 0.477
H 1.409 0.682 -3.590 0.470
C 4.643 0.628 1.235 -1.337
O 3.424 -0.114 1.136 0.036
C 3.150 -1.033 2.090 0.923
C 3.978 -1.349 3.153 -0.441
C 3.575 -2.318 4.067 -0.894
Br 4.719 -2.752 5.503 -0.183
C 2.360 -2.950 3.950 -0.553
C 1.512 -2.622 2.888 0.864
C 1.913 -1.682 1.955 -0.548
O 1.105 -1.372 0.896 -0.537
C 0.171 -3.178 2.749 -0.380
N -0.675 -2.750 1.837 -0.044
C -1.860 -3.438 2.074 0.101
C -3.107 -3.347 1.458 -0.663
C -4.117 -4.164 1.921 -0.727
C -3.908 -5.057 2.984 -0.458
C -2.687 -5.146 3.621 -1.118
C -1.677 -4.316 3.146 0.519
N -0.372 -4.123 3.559 -0.063
H 5.501 -0.044 1.213 0.462
H 4.647 1.225 2.149 0.429
H 4.662 1.273 0.363 0.225
H 4.931 -0.860 3.277 0.588
H 2.069 -3.676 4.694 0.537
H 0.261 -1.916 0.991 0.743
H -3.284 -2.637 0.661 0.548
H -5.097 -4.111 1.467 0.419
H -4.727 -5.679 3.319 0.403
H -2.530 -5.823 4.449 0.417
H 0.091 -4.598 4.313 0.220
O -0.457 -0.787 -1.503 -0.848
S -0.267 -2.304 -1.739 0.677
C 0.117 -2.424 -3.499 -0.647
C -1.204 -2.229 -4.226 -0.589
C -2.187 -3.125 -3.480 -0.790
C -1.982 -2.852 -1.988 -0.623
H 0.528 -3.426 -3.652 0.558
H 0.895 -1.691 -3.693 0.091
H -1.119 -2.491 -5.280 0.449
H -1.508 -1.182 -4.161 0.240
H -1.969 -4.172 -3.698 0.332
H -3.222 -2.939 -3.760 0.361
H -2.165 -3.710 -1.344 0.474
H -2.566 -2.000 -1.635 0.247
Cl 5.739 -1.103 -1.338 -0.176
C 4.542 -0.558 -2.539 -0.798
C 3.297 -0.126 -1.819 0.641
O 2.313 -0.942 -1.704 -0.923
O 3.194 1.017 -1.323 -0.653
H 4.332 -1.393 -3.200 0.366
H 4.966 0.281 -3.083 0.392

=====

5.
72
Properties=species:S:1:pos:R:3:lowdin_spin:R:1 method="wB97M-V/def2-TZVPD" total_energy_ha=-5122.2565 de_lowest_kcal_mol=16.83 gap_ev="6.227 / 6.113" homo_ev="-13.68 / -13.68" charge=+2 s_squared=0.752 multiplicity=2
C 0.422 -1.439 -1.969 0.000
C -0.605 -1.660 -1.013 0.000
C -1.921 -1.834 -1.455 0.000
C -2.222 -1.732 -2.815 0.000
C -1.214 -1.469 -3.744 0.000
C 0.110 -1.332 -3.328 0.000
P -0.180 -1.552 0.789 -0.002
C -1.346 -2.785 1.485 0.000
C -2.376 -2.380 2.362 0.000
C -3.351 -3.298 2.754 0.000
C -3.278 -4.624 2.333 0.000
C -2.207 -5.056 1.545 0.000
C -1.233 -4.138 1.139 0.000
Ce -0.604 1.290 2.169 0.982
P 0.339 2.449 -0.289 0.004
C -1.237 2.541 -1.228 0.000
C -1.270 3.083 -2.525 0.000
C -2.425 2.928 -3.300 0.000
C -3.506 2.142 -2.854 0.000
C -3.468 1.576 -1.559 0.000
C -2.330 1.734 -0.760 0.000
C -0.036 3.422 1.165 0.008
C 0.932 3.260 2.212 0.008
C 0.480 3.110 3.530 0.001
C -0.883 3.229 3.846 0.004
C -1.827 3.518 2.840 0.001
C -1.412 3.601 1.513 -0.001
C 2.061 2.606 -0.773 0.002
C 3.051 1.615 -0.506 0.001
C 4.322 1.743 -1.078 0.000
C 4.654 2.849 -1.874 0.000
C 3.669 3.830 -2.101 0.000
C 2.398 3.734 -1.532 0.000
C 1.423 -2.434 0.842 0.000
C 1.813 -3.396 -0.104 0.000
C 3.025 -4.079 0.036 0.000
C 3.847 -3.829 1.128 0.000
C 3.474 -2.878 2.078 0.000
C 2.268 -2.190 1.946 0.000
H 1.975 3.078 1.946 0.001
H 1.149 2.773 4.315 0.000
H -1.192 3.061 4.886 0.000
H -2.881 3.581 3.130 0.000
H -2.206 3.718 0.778 0.000
H -0.379 3.579 -2.920 0.000
H -2.486 3.455 -4.255 0.000
H -4.378 1.952 -3.503 0.000
H -4.344 1.030 -1.176 0.000
H -2.349 1.205 0.240 0.000
H 2.791 0.718 0.068 0.000
H 5.068 0.947 -0.947 0.000
H 5.673 2.958 -2.287 0.000
H 3.902 4.654 -2.770 0.000
H 1.630 4.487 -1.718 0.000
H 1.187 -3.586 -0.973 0.000
H 3.311 -4.812 -0.715 0.000
H 4.776 -4.382 1.253 0.000
H 4.130 -2.682 2.928 0.000
H 1.963 -1.448 2.692 0.000
H -2.414 -1.349 2.729 0.000
H -4.187 -2.975 3.383 0.000
H -4.057 -5.324 2.634 0.000
H -2.138 -6.099 1.243 0.000
H -0.399 -4.473 0.523 0.000
H -2.691 -2.057 -0.722 0.000
H -3.239 -1.872 -3.153 0.000
H -1.442 -1.395 -4.806 0.000
H 0.904 -1.108 -4.054 0.000
H 1.453 -1.284 -1.616 0.000
H 0.765 0.993 -1.500 0.002
H 0.289 0.578 -0.929 0.001
Br 0.454 -0.076 4.390 -0.011

=====

6.
90
Properties=species:S:1:pos:R:3:mulliken_charge:R:1 method="wB97M-V/def2-TZVPD" total_energy_ha=-4256.6855 de_lowest_kcal_mol=15.84 gap_ev=8.117 homo_ev=-7.74
Sc -1.185 1.445 -0.379 -0.304
C -1.612 5.051 -0.522 -1.291
C -0.496 4.380 -1.289 -0.671
N -0.737 3.136 -1.981 1.324
C -1.818 3.350 -2.997 -0.392
C -1.822 2.485 -4.231 -1.581
C 0.485 2.540 -2.540 -1.368
C 1.523 2.361 -1.449 -0.956
N 0.870 1.809 -0.252 1.876
C 1.637 1.537 0.868 -0.858
C 0.874 1.362 2.013 0.471
F -0.432 1.256 1.750 0.360
C 1.369 1.044 3.274 -0.392
F 0.501 0.842 4.291 -0.428
C 2.749 1.048 3.478 -0.793
C 3.530 1.321 2.357 0.351
F 4.834 1.438 2.476 -0.356
C 2.958 1.478 1.095 0.644
F 3.869 1.687 0.145 -0.461
H -1.230 6.017 -0.111 0.433
H -1.932 4.356 0.236 0.145
H -2.434 5.316 -1.219 0.304
H 0.255 4.252 -0.501 0.222
H -0.150 5.102 -2.067 0.471
H -1.700 4.350 -3.365 0.472
H -2.762 3.290 -2.443 0.080
H -0.788 2.478 -4.550 0.367
H -2.433 2.954 -4.973 0.467
H -2.013 1.448 -4.022 0.274
H 0.922 3.148 -3.325 0.599
H 0.274 1.600 -3.030 0.550
H 2.041 3.300 -1.396 0.468
H 2.229 1.628 -1.850 -0.245
H 3.092 0.958 4.452 0.671
O -1.326 -1.468 3.858 -0.546
N -0.628 -2.181 2.866 0.192
C -1.419 -2.832 2.113 -0.684
C -1.014 -3.698 1.003 0.657
C -1.942 -4.738 0.700 -0.977
C -1.617 -5.642 -0.325 -0.493
C -0.387 -5.610 -0.958 -0.796
C 0.561 -4.673 -0.559 0.032
C 0.266 -3.619 0.368 0.213
P 1.386 -2.216 0.636 1.457
C 2.789 -3.070 1.337 0.567
C 3.047 -2.902 2.709 -0.378
C 4.066 -3.627 3.349 -0.577
C 4.869 -4.481 2.652 -0.565
C 4.567 -4.652 1.266 -0.739
C 3.624 -3.895 0.623 -0.242
C 1.950 -1.681 -0.983 0.213
C 1.174 -1.768 -2.144 -0.397
C 1.673 -1.185 -3.313 -0.717
C 2.849 -0.461 -3.349 -0.571
C 3.573 -0.307 -2.171 -1.008
C 3.130 -0.948 -1.020 -0.480
H -0.698 -0.972 4.389 0.356
H -2.511 -2.759 2.235 0.226
H -2.849 -4.786 1.221 0.561
H -2.424 -6.455 -0.449 0.251
H -0.087 -6.352 -1.688 0.441
H 1.603 -4.693 -0.904 0.095
H 2.384 -2.235 3.206 0.384
H 4.242 -3.504 4.462 0.304
H 5.705 -5.054 3.088 0.368
H 5.209 -5.326 0.676 0.346
H 3.490 -4.067 -0.478 0.209
H 0.259 -2.350 -2.243 0.336
H 1.080 -1.219 -4.233 0.373
H 3.167 -0.052 -4.259 0.498
H 4.500 0.224 -2.215 0.451
H 3.775 -0.808 -0.072 0.331
O -1.402 -0.815 -0.099 0.378
C -1.813 -0.840 -1.236 -0.310
O -1.636 0.138 -2.023 -0.360
H -2.210 -1.777 -1.650 0.416
F -3.747 -0.185 1.526 -0.193
C -4.644 0.644 1.038 0.243
F -5.668 0.651 1.864 -0.274
F -4.912 0.133 -0.194 -0.272
C -4.030 2.085 0.926 1.105
O -2.966 1.917 0.193 -0.145
C -3.702 2.670 2.349 0.278
F -3.323 1.784 3.213 -0.217
F -2.776 3.619 2.291 -0.273
F -4.805 3.286 2.795 -0.307
C -4.989 3.024 0.129 0.571
F -4.677 4.285 0.368 -0.264
F -4.867 2.789 -1.226 -0.224
F -6.337 2.887 0.398 -0.294